Computed, not measured: a 5-piece molecular cluster, CH12NO4 overall, with ωB97M-V/def2-TZVPD.

## Properties
* HOMO-LUMO gap: 10.56 eV
* total charge: +1
* highest occupied orbital energy: -14.72 eV

```
18
CH12NO4, DFT ωB97M-V/def2-TZVPD
C 1.079 1.177 -1.891
N 0.984 0.027 -1.367
H 2.042 1.466 -2.301
H 0.236 1.843 -2.059
H 0.090 -0.321 -0.902
H 1.756 -0.627 -1.411
H 2.994 -2.926 0.719
H 3.169 -2.172 2.000
O 2.478 -2.475 1.399
H -0.696 -1.783 0.547
H -1.820 -1.212 -0.288
O -0.874 -1.404 -0.323
H -0.305 3.059 0.478
H -1.057 1.717 0.789
O -0.564 2.207 0.129
H -3.596 0.073 1.984
H -3.090 1.105 1.060
O -2.827 0.246 1.436
```

Computed, not measured: a 5-piece molecular cluster, CH12O4 overall, with ωB97M-V/def2-TZVPD.

## Properties
* HOMO-LUMO gap (spin up / spin down): 3.20 / 10.80 eV
* total charge: -1
* highest occupied orbital energy (spin up / spin down): 0.52 / -7.35 eV
* multiplicity: 2

```
17
CH12O4, DFT ωB97M-V/def2-TZVPD
C -1.961 -1.349 -2.888
H -1.220 -1.057 -3.619
H -2.965 -1.365 -3.290
H -1.974 -0.771 -1.968
H -1.628 -2.350 -2.591
H 2.682 2.153 -1.234
H 2.151 0.961 -0.577
O 3.010 1.329 -0.843
H 0.167 -1.045 2.685
H -1.058 -1.070 3.609
O -0.102 -0.949 3.617
H -0.088 3.102 1.469
H -0.987 1.864 1.405
O -0.047 2.135 1.381
H 0.816 0.065 1.023
H 2.084 -0.796 0.901
O 1.120 -0.856 0.922
```

Computed, not measured: a 5-piece molecular cluster, CH12O4S2 overall, with ωB97M-V/def2-TZVPD.

## Properties
* SMILES string: CSS.O.O.O.O
* HOMO-LUMO gap: 8.67 eV
* highest occupied orbital energy: -8.30 eV

```
19
CH12O4S2, DFT ωB97M-V/def2-TZVPD
C 1.035 2.995 -0.274
S 1.717 1.966 -1.568
S 3.270 1.140 -0.456
H 0.264 3.556 -0.808
H 1.719 3.732 0.168
H 0.525 2.490 0.548
H 3.390 0.013 -1.202
H -0.028 0.319 -1.276
H -1.058 -0.882 -1.285
O -0.379 -0.423 -0.774
H -3.289 0.016 1.045
H -4.001 -1.333 0.809
O -3.630 -0.574 0.377
H -1.322 -1.649 2.019
H -2.066 -2.246 3.267
O -1.537 -2.440 2.513
H 1.155 -1.756 -1.017
H 2.158 -2.918 -0.884
O 2.077 -2.008 -1.204
```

Computed, not measured: a 5-piece molecular cluster, CH13N3O4 overall, with ωB97M-V/def2-TZVPD.

## Properties
* SMILES string: N=C(N)N.O.O.O.O
* HOMO-LUMO gap: 9.23 eV
* highest occupied orbital energy: -9.03 eV

```
21
CH13N3O4, DFT ωB97M-V/def2-TZVPD
N -1.857 2.361 0.895
C -1.307 1.249 0.197
N -0.656 1.494 -1.006
N -1.389 0.062 0.623
H -1.285 3.196 0.824
H -2.013 2.076 1.854
H -0.773 0.743 -1.663
H -0.490 2.479 -1.126
H -1.837 -0.143 1.508
H 1.939 -1.257 -2.549
H 1.449 -0.535 -3.644
O 1.066 -0.914 -2.829
H 0.630 -0.806 2.998
H 1.984 -0.142 3.268
O 1.132 -0.266 3.620
H 0.771 -1.131 0.712
H 1.223 0.140 0.023
O 1.455 -0.476 0.713
H -0.363 -2.505 -2.087
H 0.629 -2.953 -1.194
O -0.310 -2.673 -1.136
```

Computed, not measured: a 5-piece molecular cluster, CH13NO4 overall, with ωB97M-V/def2-TZVPD.

## Properties
* SMILES string: CN.O.O.O.O
* HOMO-LUMO gap: 10.33 eV
* highest occupied orbital energy: -10.01 eV

```
19
CH13NO4, DFT ωB97M-V/def2-TZVPD
C -0.317 -1.047 0.697
N -1.068 -0.707 -0.518
H 0.752 -0.833 0.627
H -0.723 -0.621 1.612
H -0.236 -2.135 0.752
H -1.081 0.305 -0.478
H -2.013 -1.016 -0.322
H -0.041 -2.188 -1.694
H 1.297 -1.925 -2.311
O 0.853 -2.565 -1.746
H 2.898 -1.584 -1.218
H 4.021 -0.643 -1.581
O 3.678 -1.157 -0.841
H -3.541 2.621 0.695
H -2.212 2.502 1.457
O -3.076 2.082 1.342
H 0.636 2.440 0.766
H 0.295 3.485 1.740
O -0.123 2.986 1.022
```

Computed, not measured: CH13NO4 as an isolated structure, with ωB97M-V/def2-TZVPD.

## Properties
* HOMO-LUMO gap: 10.43 eV
* highest occupied orbital energy: -9.92 eV

```
19
CH13NO4, DFT ωB97M-V/def2-TZVPD
H 0.768 0.249 0.811
O 1.104 1.268 0.263
N 0.235 -0.695 1.468
H 1.993 1.425 0.393
H -0.847 -0.728 1.561
H 0.778 -0.639 2.352
C 0.692 -1.967 0.907
H 0.063 -2.403 0.069
H 1.736 -1.918 0.473
H 0.650 -2.774 1.646
O -0.325 2.996 -0.968
H -0.070 2.385 -0.374
H 0.321 3.739 -0.579
O 0.177 -0.658 -1.741
H 0.449 -0.829 -2.584
H 0.426 0.146 -1.250
O -2.884 -0.203 -0.640
H -2.267 -0.120 -1.440
H -2.999 0.726 -0.366
```

Computed, not measured: a 6-piece molecular cluster, CH13O5S overall, with ωB97M-V/def2-TZVPD.

## Properties
* HOMO-LUMO gap: 6.99 eV
* total charge: -1
* highest occupied orbital energy: -3.80 eV

```
20
CH13O5S, DFT ωB97M-V/def2-TZVPD
C 0.608 -1.092 1.203
S 1.548 -0.267 -0.162
H 0.802 -2.159 1.325
H -0.468 -0.958 1.119
H 0.927 -0.618 2.127
H 0.565 1.389 0.613
H 0.211 2.556 1.578
O -0.194 1.979 0.921
H -1.734 4.614 -0.017
H -0.792 3.392 -0.179
O -1.035 4.252 -0.575
H 1.122 -3.858 -0.026
H 2.205 -2.904 -0.394
O 2.003 -3.854 -0.420
H -1.958 1.311 0.357
H -3.043 0.754 1.263
O -2.800 0.827 0.337
H -0.311 -1.378 -1.182
H -1.768 -1.067 -1.347
O -1.146 -1.795 -1.480
```

Computed, not measured: a 6-piece molecular cluster, CH13O5S overall, with ωB97M-V/def2-TZVPD.

## Properties
* HOMO-LUMO gap: 7.70 eV
* total charge: -1
* highest occupied orbital energy: -4.18 eV

```
20
CH13O5S, DFT ωB97M-V/def2-TZVPD
C 0.294 -2.020 0.962
S 1.403 -1.305 -0.300
H 0.732 -2.849 1.531
H -0.155 -1.369 1.716
H -0.505 -2.512 0.407
H -0.167 -1.679 -1.877
H -0.533 -1.852 -3.311
O -0.962 -1.753 -2.454
H -2.000 0.058 -0.172
H -1.855 1.159 0.860
O -2.471 0.462 0.580
H 1.749 0.343 2.189
H 1.448 0.436 0.730
O 1.383 1.012 1.589
H 0.126 2.374 1.233
H -0.654 2.755 0.002
O -0.705 2.824 0.964
H 0.502 0.801 -1.880
H 1.477 1.414 -1.028
O 0.895 1.702 -1.742
```